C4H6FNO2 in the gas phase in a non-equilibrium geometry, computed with ωB97M-V/def2-TZVPD.

Properties
Net charge = 0
SMILES = C=CCO/[N+]([O-])=C/F
HOMO energy = -8.96 eV
ΔE to the lowest compared entry with this formula, charge and spin = 582.2 kJ/mol
Largest force on an atom = 3.7 eV Å⁻¹

```
14
C4H6FNO2 (ωB97M-V/def2-TZVPD)
C 0.75 -0.98 -0.50
C 1.65 -0.22 0.53
C 1.65 1.12 0.65
C -2.41 0.57 -0.35
N -1.55 -0.39 -0.10
O -0.43 -0.41 -0.93
O -1.55 -1.27 0.76
F -3.54 0.55 0.26
H 1.22 -1.02 -1.54
H 0.72 -2.01 -0.13
H 2.59 -0.64 0.76
H 2.36 1.70 1.25
H 0.69 1.53 0.30
H -2.13 1.47 -0.98
```